{
  "formula": "C54H78BBrN5O2P2TaTe",
  "method": "ωB97M-V with the def2-TZVPD basis set",
  "energy_ha": -6134.94679,
  "homo_energy_ev": -11.597,
  "total_charge": 2,
  "symbols": ["Ta", "C", "C", "C", "C", "P", "C", "N", "B", "N", "C", "P", "C", "C", "C", "C", "C", "C", "C", "C", "C", "C", "C", "C", "C", "C", "C", "C", "C", "C", "H", "H", "H", "H", "H", "H", "H", "H", "H", "H", "H", "H", "H", "H", "H", "H", "H", "H", "H", "H", "H", "H", "H", "H", "H", "H", "H", "H", "H", "H", "H", "H", "H", "H", "H", "H", "H", "H", "H", "H", "H", "H", "H", "H", "C", "C", "O", "N", "Te", "C", "C", "C", "C", "C", "C", "C", "C", "C", "C", "C", "C", "C", "C", "C", "C", "C", "C", "H", "H", "H", "H", "H", "H", "H", "H", "H", "H", "H", "H", "H", "H", "H", "H", "H", "H", "H", "H", "H", "H", "H", "H", "H", "O", "N", "C", "C", "C", "C", "C", "H", "H", "H", "H", "H", "Br", "C", "C", "C", "C", "C", "N", "H", "H", "H", "H"],
  "coordinates": [[0.0220, 0.3236, 1.0127], [-3.3875, -3.1374, 3.3969], [-2.5677, -1.9659, 3.9553], [-3.3428, -0.6769, 3.6916], [-2.4914, -2.1259, 5.4849], [-0.8415, -1.8151, 3.1607], [0.0562, -0.8418, 4.4550], [-0.2315, 0.5764, 4.2559], [-0.2458, 1.3500, 3.0231], [-0.5996, 2.6633, 3.4165], [-0.6026, 3.7987, 2.5231], [-1.1250, 3.2202, 0.8527], [-0.5844, 4.6993, -0.2260], [-1.6472, 5.8052, -0.2605], [0.6976, 5.3570, 0.3036], [-0.3241, 4.2426, -1.6641], [-3.0030, 3.1207, 0.9203], [-3.3051, 1.8673, 1.7370], [-3.7526, 4.2819, 1.5895], [-3.5658, 2.9071, -0.4920], [-0.8087, 2.7115, 4.7904], [-1.1713, 3.7672, 5.6140], [-1.3299, 3.5090, 6.9665], [-1.1177, 2.2323, 7.4854], [-0.7420, 1.1764, 6.6682], [-0.5931, 1.4237, 5.3099], [-0.0477, -3.5276, 3.1315], [-0.6271, -4.2846, 1.9267], [-0.2438, -4.3448, 4.4124], [1.4683, -3.4293, 2.9064], [-4.4013, -3.0542, 3.7935], [-3.0043, -4.1084, 3.6985], [-3.4747, -3.1420, 2.3105], [-4.3212, -0.7587, 4.1719], [-3.5119, -0.5190, 2.6313], [-2.8413, 0.1963, 4.1119], [-3.4697, -2.4538, 5.8430], [-2.2859, -1.1719, 5.9707], [-1.7626, -2.8567, 5.8246], [1.1220, -1.0450, 4.3534], [-0.2276, -1.1505, 5.4572], [0.4096, 4.1887, 2.4267], [-1.2400, 4.6058, 2.8885], [-1.8637, 6.1984, 0.7324], [-2.5765, 5.4957, -0.7296], [-1.2484, 6.6321, -0.8530], [0.5242, 5.9141, 1.2236], [1.0185, 6.0837, -0.4455], [1.5150, 4.6565, 0.4651], [-1.2059, 3.7966, -2.1278], [0.5088, 3.5379, -1.7238], [-0.0451, 5.1139, -2.2595], [-3.0695, 1.9922, 2.7921], [-2.7495, 0.9999, 1.3605], [-4.3675, 1.6239, 1.6482], [-3.2944, 4.6056, 2.5244], [-4.7577, 3.9339, 1.8398], [-3.8680, 5.1432, 0.9398], [-3.2090, 1.9808, -0.9430], [-3.3411, 3.7261, -1.1714], [-4.6534, 2.8323, -0.4206], [-1.3206, 4.7645, 5.2215], [-1.6160, 4.3126, 7.6305], [-1.2393, 2.0627, 8.5461], [-0.5599, 0.1984, 7.0938], [-1.7066, -4.4062, 1.9748], [-0.1875, -5.2835, 1.8935], [-0.3845, -3.7809, 0.9874], [-1.2838, -4.5488, 4.6451], [0.2163, -3.8612, 5.2763], [0.2534, -5.3090, 4.2819], [1.7121, -2.8530, 2.0191], [1.8480, -4.4425, 2.7567], [1.9947, -3.0114, 3.7665], [3.3623, 2.0695, -0.9503], [2.3640, 2.0663, 0.1766], [2.4720, 2.8070, 1.1428], [1.3323, 1.1745, 0.0971], [1.6604, -0.5247, -3.4070], [0.5828, -0.5324, -5.2298], [0.7299, 0.5163, -6.1413], [1.7147, 1.6475, -5.9943], [-0.0786, 0.5268, -7.2791], [-1.0013, -0.4716, -7.5408], [-1.8352, -0.4612, -8.7894], [-1.1246, -1.5059, -6.6156], [-0.3583, -1.5541, -5.4598], [-0.5573, -2.7058, -4.5123], [2.5540, -2.4388, -3.4158], [2.3085, -3.2821, -2.3281], [1.4252, -2.8835, -1.1697], [2.8758, -4.5520, -2.3201], [3.6628, -5.0056, -3.3709], [4.2578, -6.3844, -3.3613], [3.8926, -4.1433, -4.4359], [3.3603, -2.8595, -4.4799], [3.6513, -1.9838, -5.6655], [4.2755, 2.5647, -0.6306], [2.9470, 2.6191, -1.7998], [3.5576, 1.0620, -1.3158], [2.3857, 1.5203, -5.1485], [1.1950, 2.6013, -5.8774], [2.3230, 1.7308, -6.8957], [0.0393, 1.3373, -7.9899], [-1.6584, 0.4367, -9.3786], [-2.8990, -0.5090, -8.5527], [-1.6038, -1.3246, -9.4145], [-1.8356, -2.3027, -6.8060], [-1.4486, -3.2706, -4.7826], [-0.6639, -2.3580, -3.4809], [0.2933, -3.3904, -4.5257], [0.3742, -2.8267, -1.4732], [1.6853, -1.8958, -0.7724], [1.5126, -3.6119, -0.3625], [2.6889, -5.2093, -1.4777], [3.9604, -6.9403, -2.4736], [5.3474, -6.3398, -3.3828], [3.9394, -6.9514, -4.2367], [4.5151, -4.4758, -5.2591], [4.4917, -2.3766, -6.2345], [3.8883, -0.9637, -5.3564], [2.7902, -1.9236, -6.3341], [1.4702, -0.6134, 2.0556], [2.7569, -0.2401, 2.1724], [3.6461, -0.7250, 1.2912], [4.9711, -0.3725, 1.4158], [5.3550, 0.4736, 2.4467], [4.4037, 0.9515, 3.3351], [3.0863, 0.5828, 3.1802], [3.2401, -1.3745, 0.5310], [5.6856, -0.7640, 0.7065], [6.3918, 0.7596, 2.5567], [4.6657, 1.6182, 4.1430], [2.2606, 0.9186, 3.7920], [-2.9651, -1.7349, 0.1122], [-2.3686, -0.5757, -1.2074], [-3.0339, -0.5983, -2.4187], [-2.6398, 0.2797, -3.4125], [-1.5929, 1.1383, -3.1384], [-0.9661, 1.0644, -1.9167], [-1.3454, 0.2283, -0.9102], [-3.8494, -1.2912, -2.5614], [-3.1365, 0.2860, -4.3734], [-1.2294, 1.8393, -3.8763], [-0.1369, 1.7048, -1.6861]],
  "forces_ev_per_angstrom": [[-0.43, 0.77, -1.15], [-0.01, 0.01, -0.06], [0.11, -0.18, 0.14], [-0.03, 0.04, -0.01], [-0.05, 0.02, 0.02], [-0.23, 0.13, 0.04], [-0.03, 0.14, -0.06], [0.10, -0.10, -0.05], [0.07, -0.34, 0.54], [-0.01, 0.09, -0.27], [0.02, 0.01, 0.08], [0.04, -0.06, -0.01], [-0.16, 0.03, -0.08], [0.02, 0.02, 0.02], [0.08, -0.10, -0.02], [0.02, 0.00, -0.02], [-0.04, 0.08, -0.06], [-0.03, -0.03, -0.02], [0.02, 0.00, 0.04], [-0.03, -0.02, 0.00], [0.02, -0.08, 0.08], [0.00, 0.00, -0.01], [0.00, -0.01, 0.01], [0.01, 0.01, -0.01], [0.01, 0.00, -0.01], [0.03, 0.11, -0.02], [0.05, -0.02, -0.01], [-0.05, 0.05, -0.02], [0.00, 0.02, 0.03], [-0.01, -0.01, -0.04], [0.00, 0.00, 0.01], [0.02, -0.02, 0.02], [0.02, 0.06, 0.00], [0.01, 0.02, 0.02], [-0.03, 0.01, -0.05], [0.01, -0.03, -0.03], [-0.01, 0.01, -0.01], [0.03, 0.00, 0.01], [-0.01, -0.01, 0.00], [0.03, -0.02, 0.04], [-0.05, 0.04, -0.03], [-0.01, 0.04, 0.00], [-0.04, -0.07, 0.01], [-0.01, -0.02, 0.02], [-0.02, 0.02, 0.00], [0.02, 0.00, 0.01], [-0.02, -0.01, 0.01], [0.02, 0.01, -0.01], [-0.04, 0.04, 0.01], [0.02, -0.01, 0.02], [0.01, 0.03, 0.03], [-0.02, 0.02, -0.02], [0.01, 0.02, -0.01], [0.01, -0.04, 0.00], [0.00, -0.01, 0.02], [0.01, -0.02, 0.00], [0.00, 0.01, -0.02], [0.04, 0.03, 0.00], [0.02, 0.00, 0.03], [0.00, 0.00, -0.02], [-0.01, 0.00, 0.00], [0.00, 0.01, 0.00], [0.00, 0.00, 0.01], [0.00, 0.00, 0.01], [0.00, -0.01, 0.00], [0.02, -0.02, 0.00], [0.02, -0.01, -0.01], [-0.02, 0.01, 0.03], [-0.03, -0.02, -0.01], [-0.01, 0.02, 0.00], [0.01, 0.01, -0.01], [0.02, -0.02, -0.04], [0.00, -0.01, 0.05], [-0.01, 0.05, -0.02], [-0.11, 0.09, -0.10], [0.76, 0.20, -0.01], [0.12, -0.11, -0.10], [-0.80, -0.28, 1.14], [0.16, 0.13, 0.00], [-0.06, -0.11, 0.13], [0.03, 0.00, 0.03], [0.01, 0.04, -0.01], [-0.02, -0.06, -0.04], [0.03, 0.03, 0.02], [-0.02, 0.02, -0.03], [0.01, 0.00, 0.03], [-0.02, 0.01, -0.03], [-0.02, -0.02, 0.00], [-0.14, 0.01, 0.01], [0.00, 0.00, 0.04], [0.01, -0.02, 0.04], [0.00, 0.00, 0.01], [-0.01, 0.03, 0.00], [0.00, -0.04, 0.02], [0.02, -0.01, 0.02], [0.00, 0.04, 0.00], [0.02, 0.02, -0.03], [0.01, 0.00, -0.02], [-0.01, 0.03, 0.02], [0.03, 0.00, 0.04], [0.01, -0.02, -0.01], [-0.01, 0.00, 0.02], [0.00, 0.00, -0.01], [0.00, 0.01, -0.01], [0.00, 0.00, 0.00], [0.00, -0.01, 0.00], [0.00, -0.01, 0.00], [-0.01, -0.01, 0.00], [0.00, -0.01, -0.01], [-0.02, 0.02, -0.01], [-0.01, 0.01, -0.01], [0.02, -0.02, 0.00], [-0.02, 0.00, -0.02], [-0.01, -0.01, -0.02], [0.00, -0.01, 0.01], [0.00, 0.00, 0.00], [0.00, 0.01, -0.01], [0.00, 0.01, -0.01], [0.00, -0.01, -0.01], [0.00, 0.00, -0.01], [0.00, -0.01, 0.00], [-0.02, 0.00, 0.00], [0.08, -0.40, -0.21], [0.13, 0.17, -0.07], [-0.01, 0.08, 0.12], [-0.05, -0.03, -0.03], [0.04, 0.01, 0.02], [-0.06, 0.01, 0.03], [0.06, -0.04, -0.12], [0.04, -0.02, -0.02], [0.01, 0.00, 0.00], [0.01, 0.00, 0.00], [0.01, 0.01, 0.00], [0.02, 0.02, 0.02], [-0.02, -0.37, 0.42], [-0.05, 0.04, -0.18], [-0.05, 0.02, -0.10], [-0.07, -0.11, 0.04], [0.17, 0.02, -0.02], [0.01, -0.12, 0.29], [0.23, 0.15, -0.49], [0.00, -0.01, 0.00], [0.00, 0.00, -0.01], [0.01, 0.01, -0.01], [0.04, -0.06, 0.02]],
  "mulliken_charge": [0.29, -1.83, 2.48, -1.94, -2.08, 0.63, -0.99, 0.54, 0.48, 0.48, -1.54, 1.35, 2.06, -1.97, -1.95, -1.65, 2.08, -1.99, -1.79, -2.00, 0.50, -0.96, -0.87, -0.96, -0.98, 0.58, 2.16, -1.53, -1.99, -1.63, 0.55, 0.36, 0.07, 0.68, 0.11, 0.15, 0.59, 0.42, 0.23, -0.14, 0.68, 0.51, 0.40, 0.31, 0.37, 0.56, 0.45, 0.55, 0.14, 0.16, 0.01, 0.67, 0.46, -0.45, 0.93, 0.24, 0.50, 0.45, 0.39, 0.36, 0.60, 0.53, 0.43, 0.44, 0.53, 0.25, 0.57, 0.10, 0.38, 0.39, 0.50, -0.04, 0.68, 0.32, -1.28, 0.40, -0.53, 1.34, 0.84, 0.91, 0.43, -2.04, -0.90, 0.64, -1.56, -0.86, 0.83, -1.32, -0.42, 1.12, -0.32, -0.96, 0.40, -1.61, -1.02, 1.14, -1.47, 0.45, 0.24, 0.12, 0.22, 0.40, 0.48, 0.39, 0.41, 0.34, 0.34, 0.44, 0.43, -0.12, 0.33, 0.16, -0.80, 0.29, 0.35, 0.35, 0.36, 0.37, 0.48, 0.50, 0.24, 0.24, 0.68, -0.28, -0.10, -0.96, -0.43, -1.19, 0.22, 0.42, 0.55, 0.43, 0.55, 0.50, -0.05, 0.22, -0.89, -1.06, -0.43, -0.58, 0.25, 0.62, 0.45, 0.65, 0.26]
}



{
  "formula": "H2N2O3",
  "method": "ωB97M-V with the def2-TZVPD basis set",
  "energy_ha": -336.23157,
  "homo_energy_ev": -11.125,
  "smiles": "O=[N+]([O-])NO",
  "symbols": ["N", "N", "O", "O", "O", "H", "H"],
  "coordinates": [[0.3945, -0.5566, 0.0015], [0.3030, 0.7664, -0.2554], [0.9792, 1.0910, -1.2089], [-0.3242, 1.4756, 0.4697], [-0.9036, -1.2348, 0.6046], [0.8200, -0.9939, -0.7497], [-1.2688, -0.5477, 1.1383]],
  "forces_ev_per_angstrom": [[-3.44, -0.69, 4.48], [0.34, -0.13, -0.95], [0.37, 0.51, -0.30], [-0.89, 0.39, 0.75], [3.66, 0.20, -2.90], [0.13, -1.69, -1.90], [-0.18, 1.40, 0.82]],
  "nbo_charge": [-0.19, 0.62, -0.40, -0.38, -0.52, 0.39, 0.48]
}